No. 1
58
Properties=species:S:1:pos:R:3:nbo_charge:R:1 method="wB97M-V/def2-TZVPD" e_lumo_ev=0.30 homo_lumo_gap_ev=7.6715 molar_mass_da=465.5 fmax_ev_per_a=2.4 e_above_lowest_kj_mol=4.8
Li 0.44 0.98 -1.18 0.825
S -1.78 -0.27 -4.59 -0.267
C -1.19 0.71 -3.44 0.134
N -0.78 1.43 -2.57 -0.794
C 1.34 -4.59 3.14 -0.214
C 0.39 -3.65 3.54 -0.197
C -0.06 -2.66 2.65 -0.232
C 0.45 -2.59 1.33 -0.255
C 1.42 -3.52 0.95 -0.240
C 1.82 -4.52 1.84 -0.206
P -0.12 -1.30 0.20 0.753
C 0.75 -1.70 -1.35 -0.287
C 2.09 -1.17 -1.50 -0.290
C 2.76 -1.25 -2.71 -0.204
C 2.15 -1.91 -3.77 -0.202
C 0.88 -2.45 -3.64 -0.172
C 0.18 -2.33 -2.44 -0.218
C -1.86 -1.69 -0.10 -0.277
C -2.33 -3.01 -0.12 -0.221
C -3.66 -3.31 -0.42 -0.217
C -4.58 -2.29 -0.62 -0.191
C -4.16 -0.97 -0.51 -0.195
C -2.82 -0.68 -0.23 -0.205
H 1.68 -5.35 3.82 0.218
H -0.05 -3.66 4.55 0.217
H -0.84 -1.96 2.95 0.218
H 1.88 -3.51 -0.04 0.225
H 2.56 -5.23 1.50 0.214
H 2.60 -0.77 -0.59 0.220
H 3.76 -0.85 -2.83 0.218
H 2.69 -1.99 -4.70 0.217
H 0.39 -2.90 -4.48 0.229
H -0.82 -2.70 -2.39 0.235
H -1.61 -3.80 0.06 0.216
H -3.97 -4.35 -0.47 0.216
H -5.61 -2.55 -0.83 0.217
H -4.90 -0.18 -0.60 0.220
H -2.49 0.35 -0.17 0.225
C 2.46 2.51 2.20 -0.928
P 1.56 2.65 0.57 0.754
C 2.75 3.64 -0.42 -0.941
C 0.27 3.89 0.82 -0.257
C -0.09 4.79 -0.18 -0.229
C -1.11 5.72 0.02 -0.199
C -1.77 5.75 1.25 -0.209
C -1.44 4.86 2.26 -0.198
C -0.44 3.92 2.04 -0.239
H 2.03 1.66 2.78 0.243
H 2.38 3.43 2.82 0.240
H 3.52 2.31 1.99 0.243
H 3.07 4.58 0.05 0.234
H 2.33 3.84 -1.43 0.243
H 3.66 3.01 -0.55 0.235
H 0.41 4.71 -1.15 0.218
H -1.43 6.38 -0.78 0.223
H -2.54 6.45 1.46 0.213
H -1.97 4.83 3.19 0.214
H -0.22 3.21 2.83 0.209

No. 2
63
Properties=species:S:1:pos:R:3:nbo_charge:R:1 method="wB97M-V/def2-TZVPD" e_lumo_ev=-6.83 homo_lumo_gap_ev=7.0282 charge=+2 molar_mass_da=629.9 fmax_ev_per_a=3.2 e_above_lowest_kj_mol=1.7
Zr 0.57 -1.11 -1.28 2.121
O -0.01 -0.78 0.74 -0.984
S 0.39 0.63 1.08 2.290
O -0.62 1.63 1.36 -0.846
N 1.26 0.67 -0.34 -1.050
C 1.80 1.73 -1.14 0.200
C 2.34 2.87 -0.60 -0.209
C 3.15 3.67 -1.42 -0.170
C 3.38 3.34 -2.73 -0.164
C 2.68 2.27 -3.34 -0.081
C 2.80 1.94 -4.70 -0.049
C 2.02 0.89 -5.14 -0.256
C 1.15 0.19 -4.29 0.106
N 1.08 0.43 -2.97 -0.576
C 1.92 1.41 -2.50 0.122
C 1.56 0.65 2.34 -0.325
C 1.80 1.80 3.10 -0.201
C 2.88 1.73 3.96 -0.181
C 3.70 0.57 4.05 -0.139
C 3.35 -0.58 3.35 -0.203
C 2.26 -0.53 2.50 -0.174
H 2.20 3.10 0.46 0.234
H 3.66 4.50 -0.94 0.246
H 4.16 3.85 -3.29 0.242
H 3.47 2.51 -5.36 0.257
H 2.04 0.58 -6.16 0.251
H 0.62 -0.64 -4.69 0.220
H 1.20 2.68 2.98 0.251
H 3.10 2.59 4.59 0.242
H 4.59 0.57 4.69 0.245
H 3.94 -1.47 3.49 0.242
H 1.97 -1.40 1.92 0.228
C 2.54 -5.88 -0.93 -0.275
O 3.03 -4.54 -1.11 -0.449
C 2.24 -3.50 -1.37 0.119
S 0.59 -3.63 -1.75 -0.127
S 3.04 -1.98 -1.42 -0.077
H 3.33 -6.44 -0.41 0.239
H 2.33 -6.26 -1.93 0.215
H 1.58 -5.93 -0.37 0.210
C -4.24 0.43 3.91 -0.656
C -4.28 0.20 2.44 0.136
C -4.35 -1.11 1.91 -0.238
C -3.99 -1.41 0.63 0.074
C -4.16 -2.83 0.14 -0.641
C -3.48 -0.29 -0.12 -0.168
C -2.61 -0.37 -1.23 0.476
O -1.46 -0.98 -1.28 -0.766
C -3.81 1.07 0.23 0.126
C -3.86 2.17 -0.81 -0.661
C -4.10 1.26 1.58 -0.261
H -5.27 0.40 4.34 0.258
H -3.76 1.41 4.14 0.234
H -3.65 -0.36 4.39 0.238
H -4.68 -1.90 2.60 0.234
H -5.14 -3.19 0.42 0.253
H -3.39 -3.48 0.58 0.239
H -4.07 -2.85 -0.93 0.217
H -3.02 0.06 -2.16 0.196
H -2.94 2.76 -0.87 0.243
H -4.69 2.90 -0.58 0.264
H -4.09 1.70 -1.78 0.217
H -4.06 2.27 2.02 0.238